one:
This record from OMol25 describes one molecule with the formula C3H5N3OS. The level of theory is ωB97M-V with the def2-TZVPD basis set.

Values from the calculation:
HOMO energy ... -8.9 eV
SMILES ... [H]/N=C1/NC(=S)CN1O
M ... 131.16 g mol⁻¹

Atoms and positions in Å:
S 2.594 -0.355 0.638
O -1.996 1.514 -0.671
N 0.018 -1.010 0.448
N -2.268 -1.206 -0.051
N -0.933 0.619 -0.780
C 1.030 -0.158 0.269
C 0.354 1.125 -0.254
C -1.207 -0.565 -0.089
H -3.087 -0.685 -0.370
H 0.125 -2.011 0.643
H 0.861 1.741 -1.050
H 0.138 1.717 0.673
H -2.352 1.567 -1.616

two:
This record from OMol25 describes one molecule with the formula C3H5N3OS. The level of theory is ωB97M-V with the def2-TZVPD basis set.

Values from the calculation:
HOMO energy (alpha / beta) ... -6.6 / -8.7 eV
M ... 131.16 g mol⁻¹

Atoms and positions in Å:
S 3.481 1.313 -0.019
O 1.073 -3.127 -0.080
N 0.190 0.169 0.745
N 0.105 -1.101 0.311
N 2.461 -1.306 0.038
C 2.783 -0.071 0.023
C -0.752 1.056 0.139
C 1.129 -1.927 0.080
H -1.059 0.734 -0.860
H -1.652 1.151 0.762
H -0.283 2.037 0.080
H -0.804 -1.490 0.047
H 3.158 -2.036 -0.122

one ends up most stable, edging out the next structure by 193.6 kJ/mol.

one:
This record from OMol25 describes a 2-piece molecular cluster, C24H28NO2 overall. The level of theory is ωB97M-V with the def2-TZVPD basis set.

Values from the calculation:
HOMO energy ... -10.6 eV
M ... 362.49 g mol⁻¹
Charge ... +1

Atoms and positions in Å:
O 1.133 -3.196 -2.720
O -3.429 4.547 3.774
N -0.070 -1.213 -2.823
C -1.224 -3.794 2.261
C 4.601 0.910 -3.161
C -1.655 3.746 2.454
C 2.598 -0.607 -3.679
C -1.167 1.351 2.232
C 2.995 0.243 -1.352
C -2.277 -2.879 2.146
C 4.063 -0.255 -3.984
C -0.352 0.318 1.657
C 0.376 -2.041 1.818
C -0.665 -1.077 1.804
C 0.744 -0.486 -1.930
C -0.925 2.722 1.901
C 4.386 0.685 -1.659
C -2.730 3.465 3.338
C -4.657 4.379 4.532
C 0.155 0.167 -0.841
C -2.006 -1.552 1.832
C -0.762 -3.098 -4.198
C -3.001 2.119 3.699
C 2.140 -0.285 -2.279
C 0.202 -2.552 -3.176
C -2.219 1.108 3.170
C 0.102 -3.377 2.069
H -2.441 0.104 3.516
H -1.211 -2.297 -4.798
H 0.918 -4.099 2.088
H -4.469 3.901 5.503
H -5.403 3.806 3.962
H 4.665 -1.148 -3.777
H 2.488 -1.684 -3.859
H -2.824 -0.858 1.630
H -5.013 5.398 4.685
H 4.090 1.828 -3.458
H -3.312 -3.206 2.273
H -1.456 4.799 2.261
H -0.137 2.970 1.194
H -0.821 -0.207 -0.510
H 0.695 0.572 1.452
H 0.482 1.196 -0.644
H 4.149 -0.056 -5.060
H 1.395 -1.692 1.646
H -3.809 1.903 4.406
H -0.229 -3.787 -4.864
H -1.442 -4.851 2.412
H -1.557 -3.673 -3.703
H 2.641 0.338 -0.322
H 5.665 1.047 -3.377
H 5.101 -0.070 -1.297
H -1.070 -1.063 -2.729
H 4.608 1.601 -1.095
H 1.940 -0.122 -4.420

two:
This record from OMol25 describes an isolated ion of composition C24H28NO2 and charge +1. The level of theory is ωB97M-V with the def2-TZVPD basis set.

Values from the calculation:
HOMO energy ... -11.0 eV
SMILES ... COc1ccc(C[N@H+](CCc2ccccc2)Cc2ccccc2)cc1OC
M ... 362.49 g mol⁻¹
Charge ... +1

Atoms and positions in Å:
O -4.157 -1.379 -0.351
O -2.135 -2.074 1.078
N 1.423 1.215 -1.033
C 2.898 1.335 -0.904
C 4.572 -2.281 0.679
C 0.243 1.890 1.999
C 3.115 -0.389 0.911
C -1.081 -2.574 1.867
C -5.318 -1.093 -1.100
C -1.686 2.191 0.609
C 1.020 0.126 -1.975
C 3.495 0.068 -0.348
C -0.345 2.452 0.872
C -0.497 1.085 2.852
C -2.747 -0.313 -2.016
C -2.959 -1.009 -0.838
C -1.463 0.041 -2.412
C -0.376 -0.308 -1.637
C -1.830 0.833 2.582
C -2.424 1.391 1.461
C 0.756 2.501 -1.356
C -0.572 -1.025 -0.452
C 0.468 3.294 -0.080
C -1.841 -1.384 -0.043
C 4.960 -1.828 -0.571
C 3.649 -1.560 1.419
C 4.419 -0.662 -1.085
H 1.096 0.501 -2.997
H 5.682 -2.383 -1.148
H -1.558 -3.134 2.669
H -1.327 0.573 -3.341
H 4.992 -3.189 1.079
H -5.461 -0.016 -1.225
H -6.145 -1.501 -0.521
H 2.411 0.174 1.507
H -5.291 -1.576 -2.081
H -0.089 4.191 -0.356
H 4.725 -0.313 -2.061
H -0.031 0.670 3.733
H 3.351 -1.905 2.397
H 3.114 2.176 -0.240
H 1.049 0.936 -0.108
H 0.287 -1.319 0.133
H 1.273 2.120 2.240
H -0.192 2.265 -1.842
H -2.411 0.212 3.245
H -3.579 -0.038 -2.644
H 1.383 3.064 -2.049
H -0.434 -3.245 1.294
H 1.721 -0.702 -1.845
H 3.314 1.552 -1.890
H -0.483 -1.764 2.297
H 1.395 3.616 0.397
H -2.156 2.635 -0.256
H -3.467 1.205 1.259

two ends up most stable, edging out the next structure by 260.6 kJ/mol.

one:
This record from OMol25 describes a 2-piece molecular cluster, C4H12N2O3 overall. The level of theory is ωB97M-V with the def2-TZVPD basis set.

Values from the calculation:
HOMO energy ... -9.3 eV
SMILES ... CNC(=O)CNCO.O
M ... 136.15 g mol⁻¹

Atoms and positions in Å:
O 1.805 -2.160 -0.477
O -1.293 0.694 -1.465
O -1.103 -2.765 -1.144
N -1.538 1.111 0.728
N 1.352 0.068 0.095
C -0.796 1.049 -0.401
C 0.694 1.308 -0.301
C -1.019 1.283 2.078
C 1.532 -0.885 -0.988
H 2.416 -0.688 -1.595
H -1.805 -2.788 -1.802
H 0.634 -0.838 -1.599
H 1.140 -2.435 0.162
H 0.922 2.109 0.400
H 2.217 0.200 0.598
H -1.114 -1.857 -0.820
H -2.522 0.945 0.598
H 0.022 0.998 2.087
H -1.580 0.642 2.740
H 1.080 1.671 -1.250
H -1.045 2.339 2.356

two:
This record from OMol25 describes a 2-piece molecular cluster, C4H12N2O3 overall. The level of theory is ωB97M-V with the def2-TZVPD basis set.

Values from the calculation:
HOMO energy ... -9.5 eV
SMILES ... CC(=O)O.CNN(C)O
M ... 136.15 g mol⁻¹

Atoms and positions in Å:
O 0.438 2.080 0.042
O -1.784 1.727 0.392
O 1.103 -2.129 1.466
N -0.344 -0.529 0.436
N 0.983 -1.233 0.387
C -1.406 -1.425 0.001
C 2.085 -0.317 0.388
C -0.819 1.502 -0.298
C -0.852 1.243 -1.781
H -0.659 2.179 -2.303
H -1.201 -1.720 -1.026
H -1.464 -2.324 0.620
H 1.849 0.517 -0.313
H -0.081 0.522 -2.042
H -1.831 0.869 -2.066
H 0.366 2.462 0.929
H 1.286 -1.634 2.288
H 2.240 0.182 1.353
H 2.972 -0.851 0.068
H -2.353 -0.891 0.062
H -0.528 -0.230 1.399

one ends up most stable, edging out the next structure by 243.7 kJ/mol.

one:
This record from OMol25 describes a 2-piece molecular cluster, C2H7NS overall. The level of theory is ωB97M-V with the def2-TZVPD basis set.

Values from the calculation:
HOMO energy ... -8.7 eV
SMILES ... C=C.NS
M ... 77.15 g mol⁻¹

Atoms and positions in Å:
S 2.420 0.616 -0.162
N 2.676 -0.770 -1.204
C -2.399 0.644 1.041
C -1.801 -0.119 0.173
H -2.275 -0.524 -0.769
H -3.368 0.950 1.141
H -1.798 1.133 1.771
H 2.624 -1.578 -0.604
H -0.752 -0.060 0.176
H 0.968 0.377 -0.022
H 3.706 -0.669 -1.542

two:
This record from OMol25 describes one molecule with the formula C2H7NS. The level of theory is ωB97M-V with the def2-TZVPD basis set.

Values from the calculation:
HOMO energy ... -7.8 eV
SMILES ... CSCN
M ... 77.15 g mol⁻¹

Atoms and positions in Å:
S 0.908 0.665 -0.389
N -1.169 -0.398 -1.376
C -0.023 -0.955 -0.612
C 0.812 1.194 1.296
H -0.456 -1.310 0.332
H -1.137 -0.646 -2.356
H -2.053 -0.671 -0.964
H 0.712 2.266 1.438
H 0.569 -1.682 -1.154
H 0.117 0.563 1.873
H 1.720 0.974 1.911

three:
This record from OMol25 describes a 2-piece molecular cluster, C2H7NS overall. The level of theory is ωB97M-V with the def2-TZVPD basis set.

Values from the calculation:
HOMO energy ... -8.5 eV
SMILES ... C=CN.S
M ... 77.15 g mol⁻¹

Atoms and positions in Å:
S 1.888 -1.021 -0.164
N -0.876 -0.200 -0.550
C -1.182 1.103 -0.049
C -2.018 1.370 0.964
H 0.490 -0.587 -0.302
H -1.546 -0.916 -0.219
H -2.009 2.406 1.348
H -0.796 -0.295 -1.577
H -0.597 1.855 -0.582
H -2.671 0.578 1.523
H 2.251 -0.153 0.786

two ends up most stable, edging out the next structure by 24.0 kJ/mol.

one:
This record from OMol25 describes a 2-piece molecular cluster, CH5N3S overall. The level of theory is ωB97M-V with the def2-TZVPD basis set.

Values from the calculation:
HOMO energy (alpha / beta) ... -8.6 / -8.6 eV
M ... 91.14 g mol⁻¹

Atoms and positions in Å:
S 1.303 0.548 -0.212
N -1.499 -0.110 -1.550
N -1.307 -1.300 -1.568
N -1.018 0.899 -1.075
C 1.151 -0.047 1.511
H -1.258 1.859 -1.285
H 0.526 0.755 2.013
H 0.480 -0.988 1.485
H 2.111 -0.079 1.795
H -0.490 -1.536 -1.114

two:
This record from OMol25 describes one molecule with the formula CH5N3S. The level of theory is ωB97M-V with the def2-TZVPD basis set.

Values from the calculation:
HOMO energy ... -8.4 eV
SMILES ... N/N=C\NS
M ... 91.14 g mol⁻¹

Atoms and positions in Å:
S -2.535 0.086 -0.173
N -0.882 -0.138 -0.226
N 1.284 0.802 -0.106
N 1.784 -0.504 -0.167
C 0.019 0.916 -0.075
H -0.481 -0.949 -0.659
H -0.453 1.904 -0.001
H 2.776 -0.554 -0.192
H -2.937 -0.516 0.992
H 1.425 -1.046 0.606

three:
This record from OMol25 describes one molecule with the formula CH5N3S. The level of theory is ωB97M-V with the def2-TZVPD basis set.

Values from the calculation:
HOMO energy ... -7.7 eV
SMILES ... NN/N=C/S
M ... 91.14 g mol⁻¹

Atoms and positions in Å:
S 0.513 -2.660 1.023
N 0.102 -0.169 0.452
N 0.265 0.894 -0.271
N -0.967 1.602 -0.293
C 0.591 -1.254 0.009
H -0.549 -2.153 1.524
H -0.960 2.251 -1.035
H -0.978 2.155 0.504
H 0.783 0.718 -1.116
H 1.201 -1.385 -0.798

two ends up most stable, edging out the next structure by 150.9 kJ/mol.

one:
This record from OMol25 describes a 11-piece molecular cluster, C4H29NO13 overall. The level of theory is ωB97M-V with the def2-TZVPD basis set.

Values from the calculation:
HOMO energy ... -9.2 eV
SMILES ... N[C@@H](CO)CC(=O)O.O.O.O.O.O.O.O.O.O.O
M ... 299.27 g mol⁻¹

Atoms and positions in Å:
O 2.143 3.775 0.874
O 2.530 -3.402 1.041
O 1.760 -1.649 3.407
O -1.032 -1.474 -0.135
O 2.434 -2.968 -1.976
O 0.886 1.683 -1.898
O -2.055 1.270 2.285
O -0.581 1.578 3.975
O -1.989 1.344 -2.909
O -4.133 1.266 -1.435
O -3.268 -0.967 -1.686
O -0.245 -0.422 -2.730
O -1.347 -3.620 -1.195
N 2.285 1.134 0.499
C 1.744 3.082 1.953
C -0.863 1.443 2.797
C 0.053 1.223 1.598
C 1.587 1.516 1.723
H -3.329 -0.167 -2.350
H -2.258 -3.174 -1.361
H 1.591 -3.063 -2.506
H 1.847 1.753 -1.839
H -2.773 1.482 2.876
H 1.748 -3.923 0.943
H -4.160 -1.021 -1.397
H -1.917 -1.366 -0.266
H -3.367 1.788 -1.838
H -1.625 1.543 -3.752
H 0.956 3.394 2.527
H 1.133 -2.036 3.876
H 1.396 4.108 0.279
H -0.259 -1.101 -2.068
H -1.688 0.386 -2.598
H -4.014 1.281 -0.472
H -1.127 -4.210 -1.895
H -0.872 -2.174 0.509
H -0.357 1.715 0.611
H 0.027 0.137 1.541
H 2.726 3.160 2.501
H 2.826 -2.234 -2.305
H 2.790 0.267 0.715
H 1.885 0.803 2.549
H 0.718 1.422 -0.942
H 2.187 -2.279 2.765
H 2.960 -3.532 0.223
H 0.274 0.402 -2.630
H 2.773 1.829 0.115

two:
This record from OMol25 describes C4H29NO13 as an isolated structure. The level of theory is ωB97M-V with the def2-TZVPD basis set.

Values from the calculation:
HOMO energy ... -9.9 eV
M ... 299.27 g mol⁻¹

Atoms and positions in Å:
O -1.231 -2.400 -1.204
O -3.372 -2.329 1.392
O 1.111 1.039 2.780
O 1.264 -3.326 -0.302
O 2.203 3.000 -1.937
O 4.375 0.381 -0.574
O 0.282 -0.582 -2.580
O -1.106 3.732 -1.432
O 1.907 1.041 0.024
O 2.429 -1.834 1.554
O -0.696 0.197 3.691
O -1.291 2.515 0.959
O -0.913 1.680 -3.130
N -2.058 -0.485 -0.324
C -2.360 -1.503 1.972
C -0.360 -0.103 1.295
C -1.898 -0.301 1.120
C -0.107 0.437 2.675
H -2.026 0.335 -0.923
H -1.444 2.724 0.024
H -0.181 3.611 -1.246
H -2.453 0.564 1.370
H 2.090 2.265 -1.364
H 0.935 -0.524 -1.939
H -0.176 -1.385 -2.290
H -1.578 -2.083 2.529
H 4.628 -0.056 0.207
H -2.655 -1.181 -0.606
H 1.234 1.200 3.683
H 0.177 -1.040 1.164
H 2.754 2.742 -2.734
H -1.696 1.308 -3.479
H -1.720 3.209 1.421
H 4.489 -0.335 -1.234
H 2.707 0.490 -0.053
H 2.076 -2.588 1.107
H 1.042 -4.262 -0.457
H -1.283 3.398 -2.316
H 1.818 1.458 0.871
H 0.652 -2.943 -0.941
H -0.206 1.085 -2.815
H 1.820 -1.613 2.339
H 0.067 0.558 0.552
H -1.980 -2.947 -1.420
H -3.014 -2.536 0.551
H -2.704 -1.071 2.900
H -1.551 -1.541 -0.879

two ends up most stable, edging out the next structure by 87.9 kJ/mol.